[1]
The following is a DFT calculation (wB97M-V/def2-TZVPD) of 8 unconnected molecules or ions with the total composition C37H87N3O8S5 at a distorted geometry.

Summary:
- Relative energy (zero: lowest compared OMol25 entry of this formula, charge and spin): 1.685 eV
- Kohn-Sham gap: 0.2951 Eh
- Highest occupied orbital energy: -7.79 eV
- Spin multiplicity: 1
- E: -114796.5160 eV

Last column: Löwdin charge in e.
Cartesian coordinates (Å):
C -4.330 6.378 0.479  -0.28
S -4.463 4.679 -0.075  0.86
O -3.269 4.520 -1.034  -0.58
C -3.869 3.815 1.405  -0.28
H -5.256 6.781 0.884  0.05
H -4.040 6.990 -0.375  0.05
H -3.493 6.493 1.172  0.05
H -3.652 2.768 1.233  0.03
H -4.436 4.036 2.310  0.06
H -2.905 4.290 1.628  0.04
C 2.828 -5.266 -1.684  -0.24
S 3.681 -3.700 -1.303  0.85
O 3.154 -2.873 -2.464  -0.57
C 2.867 -3.165 0.236  -0.27
H 3.374 -5.802 -2.456  0.05
H 1.856 -5.010 -2.106  0.03
H 2.681 -5.867 -0.785  0.05
H 1.828 -2.868 0.088  0.03
H 3.445 -2.388 0.732  0.02
H 2.771 -3.935 1.007  0.03
C -6.976 -0.317 3.465  -0.26
S -5.606 0.428 2.529  0.83
O -6.141 1.674 1.860  -0.57
C -4.771 1.121 3.977  -0.28
H -7.483 -1.071 2.866  0.05
H -7.663 0.500 3.685  0.06
H -6.638 -0.779 4.391  0.05
H -5.433 1.700 4.630  0.06
H -3.993 1.846 3.735  0.03
H -4.323 0.402 4.669  0.06
C 7.123 -2.015 2.625  -0.25
S 5.895 -3.352 2.406  0.81
O 6.410 -4.646 2.936  -0.55
C 4.764 -2.725 3.701  -0.26
H 7.694 -2.349 3.496  0.06
H 6.611 -1.107 2.933  0.05
H 7.759 -1.883 1.756  0.05
H 3.877 -2.166 3.432  0.02
H 5.396 -2.261 4.477  0.05
H 4.605 -3.532 4.429  0.05
C 1.924 -5.219 3.641  -0.26
S 0.577 -4.787 4.775  0.84
O -0.744 -4.441 4.093  -0.54
C 0.480 -6.475 5.540  -0.24
H 2.797 -5.531 4.210  0.06
H 2.175 -4.402 2.967  0.01
H 1.565 -6.031 3.004  0.06
H -0.392 -6.406 6.187  0.04
H 1.375 -6.802 6.061  0.06
H 0.238 -7.185 4.748  0.05
C -2.099 -1.729 0.933  -0.03
C -0.986 -0.742 1.263  -0.48
C -1.643 0.655 1.600  -0.13
C -0.700 1.642 2.279  -0.15
C -0.230 0.913 3.530  -0.14
C 0.627 -0.315 3.251  -0.49
N -0.252 -1.214 2.437  -0.08
O 0.321 -2.501 2.256  -0.05
C 1.861 0.081 2.432  -0.03
C 1.099 -0.970 4.525  -0.03
C -0.104 -0.487 0.022  -0.02
H -2.787 -1.458 0.134  0.09
H -2.709 -1.820 1.839  0.08
H -1.688 -2.727 0.777  0.08
H -2.021 1.017 0.639  0.12
H -2.524 0.445 2.211  0.09
H -1.268 2.546 2.491  0.10
H 0.195 1.838 1.693  0.08
H -1.029 0.574 4.196  0.12
H 0.364 1.608 4.139  0.12
H 2.417 0.933 2.840  0.10
H 2.593 -0.704 2.214  0.06
H 1.675 0.426 1.415  0.06
H 0.331 -1.274 5.236  0.09
H 1.600 -1.910 4.267  0.05
H 1.888 -0.358 4.964  0.09
H -0.739 -0.630 -0.856  0.08
H 0.756 -1.153 -0.032  0.06
H 0.262 0.536 -0.074  0.06
H -0.239 -3.008 2.873  0.05
C -1.114 -5.141 -4.173  -0.03
C -1.820 -3.875 -3.697  -0.52
C -0.855 -2.997 -2.925  -0.15
C 0.104 -2.069 -3.673  -0.17
C -0.705 -1.227 -4.661  -0.13
C -1.588 -2.099 -5.589  -0.51
N -2.393 -3.016 -4.745  -0.08
O -3.294 -3.733 -5.578  -0.03
C -2.559 -1.107 -6.258  -0.05
C -0.779 -2.723 -6.717  -0.04
C -2.983 -4.304 -2.780  -0.03
H -1.778 -5.855 -4.660  0.08
H -0.551 -5.658 -3.392  0.08
H -0.302 -4.918 -4.875  0.08
H -1.320 -2.458 -2.089  0.10
H -0.177 -3.606 -2.305  0.11
H 0.777 -2.690 -4.273  0.10
H 0.708 -1.518 -2.957  0.10
H 0.025 -0.658 -5.241  0.12
H -1.347 -0.536 -4.110  0.12
H -2.006 -0.306 -6.753  0.08
H -3.092 -1.591 -7.080  0.08
H -3.217 -0.623 -5.535  0.09
H -1.418 -3.511 -7.150  0.08
H -0.758 -2.085 -7.600  0.08
H 0.119 -3.274 -6.446  0.07
H -3.606 -4.922 -3.431  0.07
H -3.528 -3.453 -2.378  0.08
H -2.642 -4.965 -1.983  0.08
H -4.089 -3.188 -5.566  0.10
C 4.321 5.484 -0.507  -0.03
C 3.026 5.216 -1.270  -0.51
C 2.380 4.038 -0.540  -0.15
C 0.915 3.629 -0.861  -0.15
C 0.016 4.904 -0.830  -0.13
C 0.664 6.245 -1.270  -0.48
N 2.097 6.355 -1.167  -0.12
O 2.680 7.508 -1.696  -0.01
C 0.149 6.389 -2.726  -0.04
C 0.012 7.395 -0.446  -0.03
C 3.225 4.751 -2.717  -0.03
H 4.922 4.574 -0.482  0.09
H 4.108 5.624 0.559  0.08
H 4.841 6.397 -0.788  0.08
H 2.979 3.174 -0.843  0.12
H 2.326 4.159 0.544  0.12
H 0.584 2.905 -0.120  0.07
H 0.770 3.177 -1.844  0.11
H -0.455 4.953 0.157  0.10
H -0.802 4.624 -1.484  0.08
H 0.716 5.712 -3.379  0.07
H -0.893 6.154 -2.918  0.08
H 0.485 7.328 -3.183  0.08
H 0.198 8.366 -0.908  0.07
H -1.067 7.251 -0.407  0.07
H 0.497 7.365 0.531  0.08
H 2.330 4.478 -3.275  0.07
H 3.958 3.950 -2.817  0.08
H 3.584 5.587 -3.330  0.09
H 2.779 8.140 -0.974  0.11

[2]
The following is a DFT calculation (wB97M-V/def2-TZVPD) of a single H2N2O2 molecule at a distorted geometry.

Summary:
- Relative energy (zero: lowest compared OMol25 entry of this formula, charge and spin): 2.416 eV
- Kohn-Sham gap: 0.4068 Eh
- Highest occupied orbital energy: -10.54 eV
- Spin multiplicity: 1
- E: -7103.1635 eV
- SMILES string: [H]/N=[N+](\[O-])O

Last column: natural (NBO) charge in e.
Cartesian coordinates (Å):
H 0.652 -1.576 -0.331  0.34
N 0.059 -0.753 -0.186  -0.45
N 0.833 0.179 -0.260  0.57
O 1.904 0.236 -0.757  -0.44
O 0.344 1.195 0.391  -0.50
H 0.552 2.113 -0.118  0.49